Formula: C26H39N7O5RuS2
Source: OMol25
Level of theory: ωB97M-V/def2-TZVPD

```
80
Properties=species:S:1:pos:R:3
Ru 0.12212 -0.03317 2.71463
C 0.08247 -4.02895 1.03548
C 0.29778 -2.85643 1.91368
N -0.46950 -1.69312 1.73320
N -1.69174 -1.79349 1.26458
C -2.31581 -0.58794 1.34814
O -1.79154 0.37461 1.99158
C -3.60475 -0.41308 0.67932
C -4.25642 0.81803 0.78580
C -5.44549 1.02450 0.10677
C -5.98303 0.00946 -0.67653
C -5.33523 -1.21627 -0.78167
C -4.14675 -1.43234 -0.10697
C 1.27721 -2.72011 2.89742
C 2.20673 -3.72401 3.25477
C 3.11280 -3.48614 4.25563
C 3.11148 -2.25225 4.91842
C 2.19945 -1.28989 4.52944
N 1.32207 -1.49848 3.54947
H -0.95125 -4.05178 0.69738
H 0.31555 -4.96144 1.54597
H 0.71646 -3.95395 0.14581
H -3.82263 1.59477 1.40151
H -5.95855 1.97287 0.19439
H -6.91455 0.17258 -1.20303
H -5.75910 -2.00299 -1.39097
H -3.62258 -2.37315 -0.19328
H 2.18717 -4.67162 2.73698
H 3.82118 -4.25331 4.53723
H 3.80040 -2.04173 5.72231
H 2.15265 -0.31731 5.00134
C 0.55942 2.14130 -0.45749
N 1.88893 1.57254 -0.62641
C 2.68272 2.11554 -1.72101
C 3.75129 1.13165 -2.14279
C 4.54916 0.72454 -0.92461
N 3.65393 0.23786 0.11404
C 4.25106 -0.61014 1.12863
C 2.38379 0.69081 0.26130
O 1.69453 0.25161 1.21733
H 0.10753 2.24702 -1.44344
H 0.60818 3.11595 0.02877
H -0.06143 1.48457 0.13873
H 3.12929 3.07114 -1.42421
H 2.00037 2.31880 -2.54739
H 4.40410 1.58143 -2.88996
H 3.28386 0.24861 -2.58385
H 5.14449 1.56532 -0.54970
H 5.24253 -0.08143 -1.16844
H 4.76243 -1.44537 0.64806
H 3.47932 -0.99684 1.78525
H 4.98118 -0.05309 1.72281
C 1.61767 3.56871 4.18469
S 0.14888 2.65008 3.85894
O -0.91414 3.19579 4.63735
O -0.02165 2.56737 2.41267
O 0.51462 1.21857 4.28445
H 1.77525 3.59831 5.25970
H 1.45429 4.57339 3.80079
H 2.45214 3.09451 3.67421
C -4.12392 1.00779 -4.05399
C -3.26913 1.71254 -3.00757
N -2.47701 0.79919 -2.19872
C -1.34153 0.17822 -2.56380
S -0.63648 -0.96495 -1.53848
N -0.80156 0.53484 -3.74346
C 0.37650 -0.09222 -4.32957
C 0.04786 -1.36598 -5.09158
H -4.69721 1.73534 -4.62874
H -4.82124 0.32450 -3.56915
H -3.51802 0.42502 -4.74937
H -3.90666 2.26319 -2.31637
H -2.61271 2.45906 -3.46385
H -2.88026 0.46346 -1.33787
H -1.33362 1.14436 -4.34257
H 1.07095 -0.30305 -3.51741
H 0.83594 0.64641 -4.98845
H -0.40596 -2.09574 -4.42201
H 0.95558 -1.79976 -5.51177
H -0.64185 -1.16465 -5.91251
```

Output
* frontier orbital gap (spin up / spin down): 6.85 / 5.26 eV
* total charge: +1
* energy relative to the best compared isomer or geometry (same formula, charge and spin): 2.004 eV
* molar mass: 694.8 g/mol
* maximum force: 0.35 eV/A
* multiplicity: 6
* expectation value of S²: 8.79